[1]
Computed, not measured: a 2-piece molecular cluster, C6H16N5 overall in a non-equilibrium geometry, with the ωB97M-V functional and the def2-TZVPD basis.

The geometry in XYZ format:
```
27
Properties=species:S:1:pos:R:3
C -1.938 0.889 0.258
C -1.286 1.574 -1.922
C 0.280 -2.599 -2.133
C 2.004 -1.325 -0.806
C 0.562 1.895 2.901
C 0.928 -1.233 -1.889
N -2.083 0.438 1.417
N -1.878 1.566 -0.724
N -0.404 0.622 -2.226
N -0.069 -0.310 -1.436
N -0.444 0.930 3.356
H -1.546 2.340 -2.622
H -0.410 -2.549 -2.972
H 1.044 -3.339 -2.354
H -0.266 -2.916 -1.250
H 2.497 -0.364 -0.673
H 2.750 -2.062 -1.084
H 1.548 -1.619 0.135
H 1.294 2.133 3.674
H 1.083 1.477 2.043
H 0.064 2.814 2.599
H 1.385 -0.875 -2.830
H -2.832 -0.210 1.620
H -0.962 1.304 4.146
H 0.026 0.690 -3.166
H 0.009 0.072 3.660
H -1.356 0.658 2.277
```

Output
Calculated total energy = -511.67577 Ha
Net charge = +1
LUMO (alpha / beta) = -3.24 / -3.24 eV

***

[2]
Computed, not measured: a 3-piece molecular cluster, C19H33FN2O5S overall in a non-equilibrium geometry, with the ωB97M-V functional and the def2-TZVPD basis.

The geometry in XYZ format:
```
61
Properties=species:S:1:pos:R:3
N 1.156 -5.055 -0.590
C 2.158 -3.983 -0.442
C 1.516 -2.594 -0.528
O 1.025 -2.201 0.751
C 0.360 -2.584 -1.541
N -0.081 -1.190 -1.811
C -1.561 -0.989 -1.834
C -2.215 -1.372 -0.500
C -3.335 -2.387 -0.615
C -4.548 -2.142 0.027
C -5.594 -3.046 -0.059
C -5.452 -4.215 -0.786
C -4.248 -4.471 -1.430
C -3.207 -3.559 -1.352
S 0.616 -0.595 -3.166
O 2.028 -0.655 -3.031
O -0.044 0.588 -3.583
F 0.246 -1.690 -4.242
H 1.339 -5.804 0.064
H 1.205 -5.474 -1.509
H 2.950 -4.070 -1.190
H 2.602 -4.068 0.549
H 2.226 -1.836 -0.859
H 0.324 -2.817 0.999
H -0.452 -3.171 -1.123
H 0.683 -3.092 -2.451
H -2.034 -1.496 -2.682
H -1.714 0.075 -2.000
H -1.450 -1.755 0.177
H -2.628 -0.481 -0.027
H -4.661 -1.228 0.600
H -6.539 -2.838 0.429
H -6.265 -4.926 -0.868
H -4.103 -5.383 -1.999
H -2.291 -3.786 -1.886
C 2.921 1.710 -0.539
C 1.623 1.602 0.257
C 2.074 0.817 1.481
O 3.444 1.178 1.705
C 3.945 1.891 0.575
H 2.930 2.529 -1.257
H 3.106 0.782 -1.083
H 1.283 2.600 0.548
H 0.815 1.109 -0.283
H 2.014 -0.257 1.300
H 1.494 1.052 2.376
H 4.054 2.949 0.843
H 4.930 1.499 0.317
C 1.295 5.858 1.702
C 1.056 4.876 2.847
C 0.129 5.678 3.752
O -0.634 6.526 2.892
C -0.071 6.521 1.580
H 1.617 5.383 0.776
H 2.049 6.593 1.989
H 0.544 3.985 2.475
H 1.967 4.558 3.351
H 0.700 6.303 4.448
H -0.552 5.052 4.329
H -0.729 5.949 0.916
H -0.019 7.546 1.212
```

Output
Calculated total energy = -1727.49501 Ha
SMILES string = NC[C@H](O)CN(CCc1ccccc1)S(=O)(=O)F.C1CCOC1.C1CCOC1
Net charge = 0
LUMO = 0.44 eV

***

[3]
Computed, not measured: a 6-piece molecular cluster, C30H62ClF2N4O28P2S5 overall in a non-equilibrium geometry, with the ωB97M-V functional and the def2-TZVPD basis.

The geometry in XYZ format:
```
134
Properties=species:S:1:pos:R:3
C 4.004 -1.101 4.297
C 4.654 -1.840 3.131
C 3.777 -2.095 1.923
F 2.812 -2.975 2.258
N 3.168 -0.806 1.280
C 3.810 -0.684 -0.088
P 5.685 -0.339 0.195
N 6.242 0.755 -0.922
O 6.148 -1.760 -0.486
C 3.125 0.308 -1.009
N 3.320 1.664 -0.605
F 3.832 0.137 -2.199
C 1.642 -0.188 -1.306
O 1.804 -1.188 -2.300
P 0.716 1.137 -2.227
O -0.482 0.586 -2.858
O 1.813 1.617 -3.276
O 0.442 2.459 -1.363
C 0.899 -0.871 -0.029
C -0.584 -0.371 0.108
N -1.594 -0.947 -0.736
C 0.860 -2.407 -0.285
C 0.308 -3.461 0.712
C -0.888 -3.266 1.668
C -2.202 -3.981 1.285
C -3.423 -3.066 1.119
C -3.547 -1.978 2.180
O -3.198 -0.722 1.545
C -3.767 0.395 2.066
C -3.950 1.450 1.007
O -4.102 0.495 3.222
C 1.617 -0.510 1.303
O 1.011 -1.240 2.310
C 1.377 0.980 1.647
C 2.238 1.617 2.732
C 1.848 3.073 2.968
Cl 0.385 3.206 3.957
H 4.594 -1.279 5.195
H 3.002 -1.475 4.515
H 4.007 -0.021 4.162
H 4.892 -2.854 3.460
H 5.594 -1.380 2.833
H 4.371 -2.563 1.139
H 3.613 -0.058 1.820
H 3.738 -1.650 -0.586
H 6.080 1.729 -0.706
H 6.082 0.564 -1.904
H 7.054 -1.705 -0.820
H 3.591 1.779 0.361
H 2.549 2.292 -0.781
H 1.572 -0.870 -3.181
H 1.496 2.461 -3.649
H -0.505 2.526 -1.168
H -0.899 -0.516 1.140
H -0.616 0.717 -0.011
H -1.299 -1.109 -1.689
H -1.967 -1.799 -0.341
H 0.380 -2.555 -1.243
H 1.892 -2.725 -0.466
H 1.137 -3.841 1.298
H 0.053 -4.317 0.077
H -1.071 -2.232 1.949
H -0.563 -3.726 2.604
H -2.452 -4.733 2.034
H -2.059 -4.542 0.358
H -4.329 -3.674 1.158
H -3.449 -2.607 0.129
H -2.852 -2.122 3.007
H -4.560 -1.894 2.567
H -5.006 1.473 0.736
H -3.366 1.231 0.114
H -3.672 2.439 1.367
H 1.398 -1.030 3.169
H 0.356 1.001 2.026
H 1.372 1.622 0.773
H 2.155 1.073 3.674
H 3.307 1.657 2.467
H 1.662 3.561 2.010
H 2.677 3.601 3.426
C -6.898 0.520 -2.769
C -5.459 0.046 -2.868
O -5.226 -0.595 -1.608
S -6.579 -1.300 -1.095
O -6.542 -2.671 -1.453
O -6.774 -0.855 0.234
O -7.571 -0.551 -2.092
H -6.987 1.428 -2.170
H -7.365 0.670 -3.738
H -4.748 0.858 -2.990
H -5.330 -0.684 -3.670
C 4.537 8.168 3.697
C 3.474 7.940 4.755
O 3.299 6.510 4.747
S 4.683 5.795 4.445
O 5.310 5.376 5.644
O 4.462 4.848 3.400
O 5.445 7.065 3.880
H 4.125 8.116 2.689
H 5.081 9.099 3.826
H 2.526 8.414 4.522
H 3.809 8.246 5.746
C 2.812 -4.546 -2.707
C 4.317 -4.449 -2.543
O 4.714 -5.789 -2.241
S 3.773 -6.831 -3.015
O 4.399 -7.245 -4.216
O 3.294 -7.769 -2.069
O 2.619 -5.788 -3.389
H 2.302 -4.594 -1.742
H 2.401 -3.735 -3.300
H 4.623 -3.796 -1.728
H 4.804 -4.131 -3.467
C -12.042 -1.130 1.473
C -11.839 -2.138 2.588
O -10.535 -2.674 2.326
S -9.590 -1.546 1.707
O -8.803 -0.961 2.731
O -8.991 -2.063 0.532
O -10.752 -0.519 1.324
H -12.313 -1.614 0.534
H -12.771 -0.363 1.718
H -12.564 -2.947 2.572
H -11.836 -1.662 3.570
C 3.327 4.360 -7.127
C 2.787 3.298 -8.065
O 1.560 2.889 -7.434
S 0.877 4.130 -6.713
O -0.115 4.708 -7.539
O 0.550 3.741 -5.383
O 2.155 5.078 -6.709
H 3.801 3.920 -6.248
H 4.013 5.050 -7.609
H 3.440 2.436 -8.161
H 2.557 3.701 -9.052
```

Output
Calculated total energy = -6839.38177 Ha
Net charge = +1
LUMO = -2.19 eV

***

[4]
Computed, not measured: a 16-piece molecular cluster, C22H27BrCl45N2O5P2S overall in a non-equilibrium geometry, with the ωB97M-V functional and the def2-TZVPD basis.

The geometry in XYZ format:
```
105
Properties=species:S:1:pos:R:3
O -0.753 1.660 -0.147
C -1.343 2.766 0.332
O -0.785 3.406 1.567
C -2.646 3.512 -0.392
C -3.629 2.434 -1.170
C -5.073 3.057 -1.640
N -6.081 3.237 -0.517
C -6.351 4.486 0.339
N -7.497 4.264 1.344
P -8.174 5.480 2.513
O -7.362 5.238 4.055
Br -7.703 7.610 1.736
C -7.982 2.833 1.185
S -9.328 1.919 2.123
C -7.077 2.171 -0.041
P -7.357 0.380 -0.657
O -7.281 -0.694 0.735
O -6.024 -0.115 -1.664
H -0.959 4.387 1.460
H -2.225 4.233 -1.242
H -3.243 4.092 0.434
H -3.031 2.116 -2.153
H -3.730 1.463 -0.523
H -5.609 2.362 -2.448
H -4.970 4.129 -2.156
H -5.769 5.521 0.263
H -6.377 5.347 3.894
H -10.555 1.971 1.400
H -6.436 -0.388 1.212
H -5.194 -0.215 -1.087
C -0.764 -2.084 -0.879
Cl -2.172 -1.586 0.074
Cl -0.386 -3.790 -0.585
Cl -1.048 -1.799 -2.604
H 0.093 -1.483 -0.566
C -10.710 -1.458 -1.826
Cl -10.207 -2.558 -0.532
Cl -12.475 -1.444 -1.980
Cl -10.099 0.178 -1.525
H -10.286 -1.817 -2.768
C 3.872 -3.608 0.377
Cl 5.149 -3.639 1.606
Cl 3.158 -5.218 0.182
Cl 2.627 -2.422 0.804
H 4.318 -3.312 -0.575
C 7.635 -3.507 4.546
Cl 7.043 -2.301 5.700
Cl 8.881 -2.806 3.498
Cl 8.266 -4.927 5.397
H 6.798 -3.825 3.920
C 4.772 -2.422 8.861
Cl 6.049 -2.452 10.089
Cl 4.058 -4.031 8.666
Cl 3.527 -1.236 9.287
H 5.218 -2.125 7.908
C 7.992 1.305 5.910
Cl 8.477 3.008 5.843
Cl 9.354 0.289 6.412
Cl 6.618 1.091 7.009
H 7.682 0.995 4.908
C 9.836 -4.868 0.026
Cl 8.197 -4.305 0.394
Cl 11.041 -3.731 0.656
Cl 10.102 -6.488 0.692
H 9.947 -4.920 -1.060
C -1.464 0.778 -5.958
Cl -1.511 -0.940 -5.529
Cl -2.233 1.047 -7.532
Cl -2.251 1.754 -4.706
H -0.418 1.087 -6.029
C 7.624 -9.083 -1.668
Cl 7.617 -7.312 -1.621
Cl 8.944 -9.673 -2.691
Cl 7.761 -9.748 -0.031
H 6.677 -9.420 -2.098
C -5.148 -1.189 4.044
Cl -4.998 0.162 2.907
Cl -6.814 -1.790 4.081
Cl -4.026 -2.491 3.614
H -4.890 -0.828 5.043
C -2.208 5.302 -7.362
Cl -1.723 7.005 -7.429
Cl -0.846 4.287 -6.860
Cl -3.582 5.089 -6.263
H -2.518 4.993 -8.364
C -8.764 9.071 -2.060
Cl -10.403 9.634 -1.692
Cl -7.559 10.208 -1.430
Cl -8.498 7.451 -1.393
H -8.653 9.019 -3.146
C 12.419 -10.636 -3.683
Cl 13.462 -9.254 -3.309
Cl 12.261 -10.840 -5.436
Cl 13.054 -12.114 -2.939
H 11.427 -10.441 -3.269
C 3.916 0.112 -2.526
Cl 2.508 0.611 -1.573
Cl 4.294 -1.594 -2.232
Cl 3.632 0.398 -4.251
H 4.773 0.714 -2.213
C 3.252 4.692 -0.098
Cl 3.402 6.042 -1.235
Cl 1.586 4.091 -0.061
Cl 4.374 3.389 -0.528
H 3.510 5.052 0.901
```

Output
Calculated total energy = -25703.20893 Ha
Net charge = +1
LUMO = -4.31 eV

***

[5]
Computed, not measured: C15H24F6N3O6S2Si2Sn as an isolated structure in a non-equilibrium geometry, with the ωB97M-V functional and the def2-TZVPD basis.

The geometry in XYZ format:
```
59
Properties=species:S:1:pos:R:3
Sn -0.074 -0.328 -0.244
O -1.994 -0.977 -0.728
N -2.906 -0.058 -0.865
N -2.471 1.118 -0.883
O -1.184 1.391 -0.755
C -3.380 2.225 -1.038
C -3.031 3.433 -0.460
C -3.912 4.494 -0.596
C -5.098 4.334 -1.299
C -5.413 3.113 -1.880
C -4.550 2.036 -1.756
H -2.105 3.534 0.086
H -3.669 5.448 -0.149
H -5.780 5.166 -1.398
H -6.330 2.996 -2.441
H -4.777 1.079 -2.202
F -0.213 2.674 4.304
C 0.221 2.651 3.058
F -0.813 2.668 2.222
F 0.991 3.701 2.822
S 1.242 1.120 2.783
O 1.202 0.915 1.322
O 2.503 1.378 3.366
N 0.450 -0.053 3.495
S -0.474 -0.882 2.567
O -1.380 -0.088 1.732
O 0.212 -1.837 1.687
C -1.508 -1.806 3.802
F -0.726 -2.582 4.518
F -2.131 -0.933 4.563
F -2.375 -2.523 3.111
C 2.181 -0.694 -4.629
Si 1.361 -1.153 -3.014
C 2.313 -2.459 -2.088
C -0.395 -1.685 -3.370
C 1.326 0.491 -1.988
Si 2.826 1.445 -1.238
C 3.651 1.886 -2.871
C 2.286 3.071 -0.499
C 3.932 0.333 -0.238
H 2.080 -1.539 -5.316
H 3.243 -0.486 -4.521
H 1.707 0.168 -5.101
H 2.265 -3.400 -2.639
H 1.915 -2.657 -1.087
H 3.364 -2.192 -1.973
H -0.371 -2.451 -4.149
H -1.000 -0.854 -3.740
H -0.921 -2.121 -2.521
H 0.519 1.168 -2.281
H 2.984 2.389 -3.572
H 4.102 1.028 -3.364
H 4.456 2.588 -2.631
H 1.692 3.622 -1.231
H 3.175 3.663 -0.270
H 1.706 2.989 0.411
H 4.397 -0.419 -0.876
H 3.410 -0.176 0.571
H 4.727 0.925 0.222
```

Output
Calculated total energy = -3390.22320 Ha
Net charge = +1
LUMO = -5.30 eV

***

[6]
Computed, not measured: an isolated molecule of C22H39N3O4, with the ωB97M-V functional and the def2-TZVPD basis.

The geometry in XYZ format:
```
68
Properties=species:S:1:pos:R:3
C 8.325 0.750 -2.292
C 8.421 1.479 -0.959
H 9.098 0.943 -0.286
H 8.768 2.506 -1.096
O 7.146 1.605 -0.333
C 6.722 0.521 0.358
O 7.360 -0.499 0.472
N 5.519 0.728 0.943
C 4.681 1.880 0.706
H 5.264 2.645 0.195
C 3.461 1.480 -0.127
H 2.808 2.342 -0.266
H 3.792 1.134 -1.109
C 2.700 0.354 0.579
N 1.547 -0.056 -0.195
C 0.286 0.012 0.268
O -0.008 0.469 1.356
C -0.769 -0.533 -0.692
N -2.062 -0.223 -0.132
C -3.195 -0.214 -0.863
O -3.219 -0.545 -2.032
C -4.415 0.270 -0.092
C -5.695 -0.319 -0.682
C -6.927 0.234 0.026
C -6.975 1.760 -0.060
C -8.209 2.309 0.650
H -8.245 3.393 0.572
H -8.191 2.041 1.704
H -9.116 1.902 0.209
C -5.695 2.342 0.540
C -4.460 1.801 -0.173
H -4.487 2.096 -1.225
H -3.556 2.224 0.272
H -5.713 3.432 0.464
H -5.645 2.083 1.601
H -7.022 2.046 -1.117
H -7.827 -0.189 -0.423
H -6.907 -0.065 1.077
H -5.730 -0.076 -1.745
H -5.670 -1.407 -0.594
H -4.321 -0.030 0.957
H -2.034 0.138 0.813
C -0.589 -2.042 -0.954
H 0.219 -2.175 -1.677
H -1.509 -2.392 -1.427
C -0.287 -2.900 0.280
C -1.394 -2.818 1.328
H -1.400 -1.844 1.808
H -1.235 -3.571 2.097
H -2.365 -2.992 0.870
C -0.088 -4.349 -0.163
H 0.710 -4.425 -0.899
H 0.172 -4.976 0.687
H -1.002 -4.735 -0.608
H 0.646 -2.547 0.736
H -0.684 -0.017 -1.660
H 1.718 -0.451 -1.106
C 3.641 -0.829 0.828
H 3.120 -1.614 1.377
C 4.859 -0.362 1.625
H 5.583 -1.171 1.737
H 4.546 -0.018 2.617
H 3.973 -1.238 -0.129
H 2.303 0.719 1.532
H 4.350 2.272 1.674
H 9.300 0.733 -2.769
H 7.616 1.253 -2.947
H 7.995 -0.273 -2.127
```

Output
Calculated total energy = -1327.03752 Ha
SMILES string = CCOC(=O)N1CCC(NC(=O)[C@@H](CC(C)C)NC(=O)[C@H]2CC[C@H](C)CC2)CC1
Net charge = 0
LUMO = 0.61 eV

***

[7]
Computed, not measured: C4H9N3 as an isolated structure in a non-equilibrium geometry, with the ωB97M-V functional and the def2-TZVPD basis.

The geometry in XYZ format:
```
16
Properties=species:S:1:pos:R:3
C 0.379 0.175 -2.073
C -1.158 0.136 1.672
N 0.438 0.493 -0.644
C -0.908 -0.320 0.263
C 1.472 0.261 0.108
N -1.586 -1.186 -0.353
N 1.815 0.268 1.305
H -2.485 -1.420 0.090
H 2.397 -0.484 1.666
H 2.325 1.009 -0.784
H 0.528 1.102 -2.629
H -0.609 -0.229 -2.306
H 1.133 -0.545 -2.393
H -0.931 1.200 1.770
H -0.592 -0.474 2.377
H -2.217 0.016 1.932
```

Output
Calculated total energy = -321.91046 Ha
Net charge = 0
LUMO = 0.95 eV

***

[8]
Computed, not measured: an isolated ion of composition H3N2O3S and charge -1 in a non-equilibrium geometry, with the ωB97M-V functional and the def2-TZVPD basis.

The geometry in XYZ format:
```
9
Properties=species:S:1:pos:R:3
N 0.205 -0.063 1.469
N -0.423 -0.800 0.423
O -0.693 -0.585 -2.094
O 1.256 0.420 -1.006
O -0.955 1.396 -0.669
S -0.193 0.197 -0.978
H 1.076 0.312 1.062
H -0.403 0.752 1.558
H 0.130 -1.628 0.236
```

Output
Calculated total energy = -735.27382 Ha
SMILES string = NNS(=O)(=O)[O-]
Net charge = -1
LUMO = 4.26 eV